Record 1
28
Properties=species:S:1:pos:R:3 method="wB97M-V/def2-TZVPD" lumo_energy_ev=-2.741 gap_ev=10.56 homo_energy_ev=-13.30 spin_multiplicity=1 charge=+1
C 3.0737 -0.6860 1.2859
C 1.7301 -0.2177 0.5747
C 0.6309 -0.4361 1.5048
C -0.6724 0.3909 1.0531
C -1.8487 -0.4440 0.6164
C -2.4181 -0.4277 -0.8191
N -1.3030 -0.2451 -1.7306
N 1.4536 -0.9804 -0.7279
H 3.2029 -0.2910 2.2477
H 3.0444 -1.7648 1.3491
H 3.9666 -0.5202 0.7269
H 1.8305 0.8868 0.3398
H 0.2536 -1.4705 1.7432
H 0.7780 -0.1534 2.5973
H -0.6213 1.3373 0.4672
H -0.8553 1.1304 1.9804
H -1.7905 -1.4447 1.0166
H -2.6757 0.0479 1.2895
H -3.0364 -1.3588 -0.9648
H -3.2141 0.3226 -1.0079
H -0.9176 0.7156 -1.6528
H -1.5093 -0.2872 -2.6603
H 0.3491 -0.9271 -1.1392
H 1.8675 -0.5288 -1.5061
H 1.7216 -1.9795 -0.6803
H -1.4170 3.0309 -2.6365
H -0.7889 3.5395 -1.3007
O -0.8345 2.7612 -1.9664

Record 2
35
Properties=species:S:1:pos:R:3 method="wB97M-V/def2-TZVPD" lumo_energy_ev="-0.691 / -0.528" gap_ev="6.44 / 7.50" s_squared=2.04 homo_energy_ev="-7.13 / -8.02" spin_multiplicity=3
W -0.2712 -0.5987 0.3528
N 2.0374 -0.3328 0.2154
C 2.9303 -0.3088 1.3886
C 2.4290 0.6234 2.4815
C 1.2217 0.0968 3.2432
N -0.0399 0.2304 2.4789
H 2.2919 -1.1046 -0.3952
H 2.1333 0.5205 -0.3304
H 3.9351 -0.0095 1.0817
H 2.9876 -1.3277 1.7738
H 2.2160 1.6156 2.0685
H 3.2388 0.7569 3.2016
H 1.1229 0.6258 4.1936
H 1.3544 -0.9633 3.4625
H -0.2967 1.2132 2.4066
H -0.7841 -0.2214 3.0040
S -2.5361 -0.6735 0.4484
Sb -1.1825 0.8947 -2.3703
S -0.1359 -1.2321 -1.9476
S -0.2007 1.7630 -0.3581
S -3.2956 0.2366 -1.2809
C -0.3629 -6.0543 1.1901
Si -0.4096 -4.5275 0.1084
C -2.1613 -4.2180 -0.4527
C 0.7166 -4.7840 -1.3619
Se 0.4078 -2.8413 1.4268
H -0.6910 -6.9304 0.6246
H -1.0196 -5.9410 2.0543
H 0.6477 -6.2442 1.5561
H -2.5225 -5.0999 -0.9898
H -2.2248 -3.3584 -1.1215
H -2.8235 -4.0416 0.3964
H 0.3670 -5.6323 -1.9571
H 1.7352 -4.9970 -1.0321
H 0.7385 -3.9051 -2.0077

Record 3
30
Properties=species:S:1:pos:R:3 method="wB97M-V/def2-TZVPD" lumo_energy_ev=0.600 gap_ev=8.95 homo_energy_ev=-8.35 spin_multiplicity=1
C 2.5557 1.9656 0.0200
C 2.9171 -1.0966 1.9000
C -1.8563 1.8315 0.1180
C -2.8244 -0.5579 1.8298
C -3.3342 -0.3182 -1.5362
C 1.9632 -1.4029 -2.0477
N -0.8413 -1.0031 -0.2850
O 1.6185 1.0106 -0.3399
O 2.3112 -1.3915 0.6437
Si -2.2086 -0.0440 -0.0462
Si 1.4231 -0.5007 -0.4939
H 2.2540 2.9621 -0.5119
H 3.6212 1.8468 -0.3154
H 2.4487 2.0703 1.0904
H 3.4460 -1.9567 2.2475
H 2.2596 -0.8317 2.7336
H 3.6296 -0.3119 1.7467
H -1.1143 2.3689 -0.4613
H -2.8010 2.4431 0.0056
H -1.6078 1.9584 1.2032
H -2.7267 -1.6818 1.8577
H -2.0715 -0.0571 2.5063
H -3.8158 -0.2286 2.1433
H -2.6572 -0.5698 -2.3404
H -4.2446 -0.9671 -1.6054
H -3.7075 0.7116 -1.8601
H 1.0854 -1.5231 -2.7218
H 2.7364 -0.7669 -2.5297
H 2.3967 -2.3576 -1.8375
H -0.8555 -1.6016 -1.1135

Record 4
29
Properties=species:S:1:pos:R:3 method="wB97M-V/def2-TZVPD" lumo_energy_ev=0.748 gap_ev=10.11 homo_energy_ev=-9.37 spin_multiplicity=1 smiles=COC[C@H](C)N.CO.CO
C 2.2236 2.3064 2.6642
O 1.0727 1.4879 2.6634
C 0.4275 1.4784 1.4363
C -0.8408 0.6601 1.5037
C -1.4791 0.5740 0.1388
N -1.8158 1.2302 2.4508
H 1.9846 3.3147 2.3040
H 2.9969 1.8844 2.0122
H 2.5842 2.3627 3.6870
H 0.1663 2.5033 1.0853
H 1.0623 1.1534 0.5863
H -0.5951 -0.3204 1.9186
H -2.0735 -0.3404 0.0331
H -0.8025 0.4550 -0.7154
H -2.1166 1.4233 -0.1075
H -1.3256 1.4671 3.3093
H -2.1544 2.1231 2.1012
C 1.1967 -2.0525 -0.7586
O 1.9152 -1.8343 -1.9578
H 0.7301 -1.1208 -0.4291
H 0.4364 -2.8294 -0.8930
H 1.9195 -2.3848 -0.0175
H 1.3015 -1.6765 -2.6850
C -1.3976 -1.7829 -3.1987
O -0.2127 -1.9758 -3.9994
H -1.0964 -1.3474 -2.2450
H -2.0701 -1.1033 -3.7123
H -1.8545 -2.7426 -2.9663
H -0.1825 -2.9127 -4.2088

Record 5
8
Properties=species:S:1:pos:R:3 method="wB97M-V/def2-TZVPD" lumo_energy_ev=-0.456 gap_ev=8.37 homo_energy_ev=-8.82 spin_multiplicity=1
C 2.1143 -0.6401 -0.3290
C 2.2138 0.7050 0.3274
C 0.9558 -0.7769 0.3920
C 0.9182 0.8223 -0.0800
C -0.2462 0.0070 0.1880
C -1.5471 -0.0223 -0.0979
H -2.1507 0.7144 -0.4992
H -2.2581 -0.8094 0.0986

Record 6
45
Properties=species:S:1:pos:R:3 method="wB97M-V/def2-TZVPD" lumo_energy_ev=-1.983 gap_ev=3.00 homo_energy_ev=-4.98 spin_multiplicity=1
Ca -0.8841 1.5852 0.5737
C -3.4791 4.8193 2.5923
O -2.9308 5.0323 1.5071
O -4.2794 5.6092 3.2073
O -3.5528 3.6513 2.9630
C -3.1362 -3.9102 1.8294
O -3.0915 -2.7462 1.4169
N -2.2154 -4.4641 2.5400
N -4.1045 -4.7244 1.7529
H -1.6221 -3.7338 2.9070
H -2.0878 -5.4185 2.8449
H -4.9770 -4.3186 1.4459
H -4.0633 -5.6564 2.1397
C -3.4154 0.0742 -4.4680
O -2.9318 0.9111 -3.7227
N -4.5538 -0.6087 -4.3101
N -2.7688 -0.3496 -5.5056
H -4.8346 -1.3117 -4.9786
H -5.0089 -0.3084 -3.4599
H -1.7843 -0.1459 -5.6030
H -3.2287 -1.0684 -6.0458
C 3.0359 0.7658 5.7072
O 2.1404 0.8904 4.8960
N 4.1126 1.5070 5.7410
N 3.0082 -0.0638 6.7495
H 4.7847 1.4408 6.4920
H 4.1956 2.2338 5.0446
H 3.4779 -0.1287 7.6412
H 2.2410 -0.7196 6.7113
C 1.8501 4.8143 -3.1868
O 1.8625 4.1597 -2.1753
N 1.0415 5.7143 -3.4778
N 2.7973 4.5515 -3.9699
H 0.3523 5.9301 -2.7717
H 1.3250 6.3088 -4.2435
H 2.8508 4.8905 -4.9198
H 3.5467 3.9845 -3.5998
C 3.0147 -3.1564 -1.0656
O 2.3852 -2.2611 -0.5795
N 3.8262 -3.9475 -0.4530
N 2.9691 -3.6583 -2.3392
H 4.0030 -3.7157 0.5140
H 4.3639 -4.6958 -0.8665
H 2.1417 -3.3896 -2.8524
H 3.6242 -4.3729 -2.6226

| no. | DFT total energy (Eh) |
| --- | --- |
| 1 | -424.4584 |
| 2 | -4940.7547 |
| 3 | -1024.2775 |
| 4 | -520.4139 |
| 5 | -229.4387 |
| 6 | -2067.5697 |